1.
{
  "formula": "C4H3F3",
  "method": "ωB97M-V/def2-TZVPD",
  "elements": ["C", "C", "C", "C", "F", "F", "F", "H", "H", "H"],
  "xyz": [[0.686, 0.121, -0.362], [0.476, -0.324, 1.041], [-0.549, -0.404, -1.049], [-0.574, 0.439, 0.357], [1.098, 0.287, 2.117], [-0.968, 0.233, -2.156], [-1.176, 1.606, 0.552], [1.384, 0.667, -0.886], [0.440, -1.267, 1.377], [-0.816, -1.359, -0.991]],
  "atomic_forces_ev_per_a": [[-1.0, -0.9, -0.3], [0.0, 2.8, 0.3], [1.3, 4.7, 3.6], [-0.6, -1.2, -3.1], [0.3, 1.0, -0.9], [0.1, 0.3, 0.1], [-0.1, 0.1, 0.5], [1.7, 1.1, -0.5], [-0.7, -3.8, 0.4], [-1.1, -3.9, -0.2]],
  "smiles": "F[C@@H]1[C@H]2[C@H](F)[C@]21F",
  "de_lowest_ev": 2.5566,
  "lumo_energy_ev": 0.94,
  "spin_multiplicity": 1,
  "gap_ev": 10.989,
  "homo_ev": -10.05
}

=====

2.
{
  "formula": "Cl2O6S3",
  "method": "ωB97M-V/def2-TZVPD",
  "elements": ["O", "O", "O", "O", "O", "O", "S", "S", "S", "Cl", "Cl"],
  "xyz": [[-1.618, -0.546, -1.953], [-2.281, -0.514, 0.600], [2.201, 0.076, 1.250], [0.901, 1.284, -0.360], [-0.333, 0.689, 1.564], [0.005, -0.963, -0.151], [-0.886, -1.603, -1.323], [1.123, 0.923, 0.990], [-1.178, 0.324, 0.141], [1.534, 2.552, 1.929], [0.531, -2.222, -2.688]],
  "atomic_forces_ev_per_a": [[-0.1, 1.3, -1.0], [1.0, 1.8, 0.2], [0.1, -1.8, 1.1], [0.2, 0.9, -1.2], [0.7, -0.9, 0.4], [-1.0, 0.5, -0.9], [0.0, -4.3, -1.0], [1.6, 2.1, -0.6], [-3.1, -1.5, 1.6], [0.2, 1.6, 1.2], [0.4, 0.3, 0.2]],
  "lumo_energy_ev": -0.72,
  "spin_multiplicity": 1,
  "gap_ev": 10.116,
  "homo_ev": -10.83
}

=====

3.
{
  "formula": "C5H10O2",
  "method": "ωB97M-V/def2-TZVPD",
  "elements": ["C", "C", "C", "O", "C", "C", "O", "H", "H", "H", "H", "H", "H", "H", "H", "H", "H"],
  "xyz": [[-2.421, -0.653, -0.453], [-1.318, 0.364, -0.718], [-0.076, 0.026, 0.048], [0.624, -1.018, -0.588], [1.181, 0.594, -0.395], [2.403, 0.430, 0.445], [2.290, -0.801, 1.066], [-3.325, -0.398, -1.013], [-2.108, -1.660, -0.749], [-2.680, -0.679, 0.612], [-1.077, 0.391, -1.791], [-1.621, 1.369, -0.419], [-0.198, -0.075, 1.125], [1.541, -1.265, 0.392], [2.337, 1.339, 1.087], [1.223, 1.350, -1.194], [3.325, 0.585, -0.154]],
  "atomic_forces_ev_per_a": [[-0.1, 0.0, 0.0], [-0.3, 0.3, 0.1], [-0.6, 0.6, 0.2], [0.6, 1.6, -1.3], [-0.3, -1.1, -0.6], [-0.3, 0.4, -0.2], [-0.4, -0.5, -0.3], [0.1, -0.1, 0.1], [0.0, 0.2, 0.0], [0.0, 0.0, -0.2], [0.0, 0.0, 0.3], [-0.2, 0.0, 0.0], [-0.1, -0.2, 0.0], [1.9, 0.6, 1.6], [0.3, -0.5, 0.4], [-0.2, -1.0, -0.3], [-0.3, -0.4, 0.1]],
  "smiles": "CC[C@H]1O[C@@H]1CO",
  "de_lowest_ev": 3.5331,
  "lumo_energy_ev": 0.79,
  "spin_multiplicity": 1,
  "gap_ev": 10.431,
  "homo_ev": -9.64
}

=====

4.
{
  "formula": "C17H14N4O6S",
  "method": "ωB97M-V/def2-TZVPD",
  "elements": ["C", "C", "C", "C", "C", "C", "C", "H", "H", "C", "C", "C", "C", "C", "N", "N", "C", "N", "C", "O", "C", "C", "C", "O", "O", "H", "H", "H", "H", "S", "H", "H", "O", "H", "H", "N", "O", "O", "H", "H", "H", "H"],
  "xyz": [[3.420, -6.523, 1.105], [2.950, -5.389, 0.251], [2.589, -4.176, 0.817], [2.138, -3.129, 0.027], [1.987, -3.275, -1.358], [2.369, -4.496, -1.918], [2.852, -5.522, -1.133], [3.143, -6.453, -1.596], [2.263, -4.635, -2.983], [1.388, -2.248, -2.186], [1.582, -1.933, -3.514], [0.727, -0.856, -3.789], [0.048, -0.590, -2.617], [-0.937, 0.408, -2.325], [-1.481, 0.447, -1.174], [-2.440, 1.243, -0.804], [-2.366, 2.387, -0.291], [-3.461, 3.039, 0.231], [-3.270, 4.162, 0.969], [-4.137, 4.782, 1.529], [-1.799, 4.576, 0.974], [-1.246, 4.558, 2.400], [-1.347, 3.167, 2.993], [-2.219, 2.380, 2.745], [-0.350, 2.917, 3.838], [-0.415, 2.015, 4.192], [-1.851, 5.230, 3.017], [-0.208, 4.888, 2.427], [-1.700, 5.580, 0.554], [-0.914, 3.408, -0.106], [-4.355, 2.568, 0.240], [-1.168, 1.111, -3.129], [0.454, -1.437, -1.655], [0.617, -0.339, -4.721], [2.273, -2.397, -4.187], [1.936, -1.859, 0.684], [1.464, -1.881, 1.800], [2.320, -0.865, 0.111], [2.672, -4.019, 1.883], [4.117, -7.156, 0.561], [3.900, -6.157, 2.008], [2.569, -7.137, 1.402]],
  "atomic_forces_ev_per_a": [[-0.1, 0.0, 0.0], [0.0, 0.2, -0.2], [-0.1, 0.2, 0.0], [0.2, -1.2, -0.7], [-0.1, 0.0, 0.6], [-0.1, 0.2, 0.1], [0.0, 0.1, 0.1], [0.0, -0.1, -0.1], [-0.1, 0.0, -0.1], [0.3, 0.1, -1.3], [0.1, -0.4, 0.9], [-0.7, 0.4, 0.7], [0.8, -0.2, -1.1], [-0.7, 0.7, 0.4], [1.8, -1.0, 0.0], [-2.0, 1.0, 0.0], [1.1, -0.2, -0.1], [-0.6, -0.2, -0.3], [0.2, 0.2, -0.2], [-0.1, 0.1, 0.2], [0.3, -0.1, 0.1], [-0.1, -0.1, 0.0], [-0.2, 0.0, -0.1], [-0.1, 0.0, 0.0], [0.6, 0.0, 0.4], [-0.2, 0.1, -0.2], [0.1, 0.0, 0.0], [-0.1, 0.0, 0.0], [-0.2, -0.1, 0.1], [-0.1, -0.2, 0.0], [0.1, 0.1, 0.0], [-0.2, 0.0, 0.0], [-0.2, -0.2, 0.2], [-0.1, 0.2, -0.2], [0.2, -0.1, -0.1], [0.1, 0.5, 0.3], [-0.2, 0.0, 0.3], [0.1, 0.2, 0.0], [0.0, 0.0, 0.1], [0.1, -0.1, 0.0], [0.1, 0.0, 0.1], [0.0, -0.1, 0.1]],
  "smiles": "Cc1ccc(-c2ccc(/C=N/N=C3/NC(=O)[C@@H](CC(=O)O)S3)o2)c([N+](=O)[O-])c1",
  "lumo_energy_ev": -0.35,
  "spin_multiplicity": 1,
  "gap_ev": 7.549,
  "homo_ev": -7.90
}

=====

5.
{
  "formula": "C5H9N3",
  "method": "ωB97M-V/def2-TZVPD",
  "elements": ["C", "C", "C", "C", "N", "N", "C", "N", "H", "H", "H", "H", "H", "H", "H", "H", "H"],
  "xyz": [[0.464, -1.145, -0.623], [-0.901, -1.328, -0.656], [0.467, 1.787, -0.533], [-0.103, 0.809, 0.466], [1.280, -1.808, 0.293], [0.424, 0.614, 1.620], [-1.610, 0.693, 0.288], [-2.736, 0.926, 0.420], [0.977, -0.866, -1.536], [2.183, -1.366, 0.409], [0.849, -1.898, 1.204], [-0.250, 0.523, 2.379], [-1.451, -1.174, -1.569], [-1.403, -1.844, 0.148], [1.550, 1.805, -0.424], [0.194, 1.489, -1.545], [0.065, 2.782, -0.340]],
  "atomic_forces_ev_per_a": [[-1.3, -3.0, -1.0], [2.2, -0.5, -0.5], [0.6, -1.1, -0.5], [-2.0, 1.8, 1.7], [0.0, 0.8, 0.0], [0.1, 0.9, -0.7], [0.3, 1.3, 1.1], [0.4, -0.4, -0.3], [0.0, 0.5, 0.1], [0.0, 0.0, 0.0], [0.0, -0.1, 0.0], [-0.1, -0.8, -0.3], [-0.1, 0.4, 0.0], [-0.1, 0.1, 0.1], [0.0, 0.1, -0.1], [0.1, 0.2, -0.1], [-0.1, -0.1, 0.2]],
  "smiles": "[H]/N=C(/C)C#N.C=CN",
  "de_lowest_ev": 3.1799,
  "lumo_energy_ev": 0.45,
  "spin_multiplicity": 1,
  "gap_ev": 9.084,
  "homo_ev": -8.63
}

=====

6.
{
  "formula": "C10H9ClEuINO",
  "method": "ωB97M-V/def2-TZVPD",
  "elements": ["Eu", "C", "H", "H", "H", "H", "H", "Cl", "C", "C", "C", "I", "C", "O", "C", "N", "C", "C", "C", "C", "H", "H", "H", "H"],
  "xyz": [[0.831, 2.007, 0.863], [0.323, 4.818, -0.801], [-0.296, 4.492, 0.054], [1.205, 5.360, -0.458], [-0.298, 5.611, -1.474], [0.702, 4.118, -1.815], [1.526, 3.521, -1.645], [-1.418, -4.715, 0.750], [-1.367, -3.020, 0.447], [-2.579, -2.303, 0.336], [-2.586, -0.918, 0.114], [-4.304, 0.259, -0.076], [-1.321, -0.230, 0.134], [-1.267, 1.085, 0.305], [-0.083, -0.998, 0.087], [1.110, -0.305, -0.036], [2.270, -0.932, 0.196], [2.351, -2.332, 0.391], [1.164, -3.055, 0.502], [-0.084, -2.403, 0.347], [-3.517, -2.828, 0.425], [3.165, -0.271, 0.195], [3.288, -2.832, 0.463], [1.184, -4.128, 0.693]],
  "atomic_forces_ev_per_a": [[0.2, 0.0, 0.1], [-1.8, 3.1, -2.2], [0.2, -0.3, -0.9], [0.0, -0.3, 0.0], [1.2, -1.7, 1.7], [-0.3, 0.1, 2.1], [0.6, -0.7, -0.8], [-0.2, 0.2, 0.0], [0.3, 0.1, 0.1], [-0.6, 1.8, -0.4], [-0.3, -1.9, 0.6], [0.4, -0.5, 0.1], [1.4, 2.2, 0.2], [-0.1, -2.5, -0.6], [0.4, 0.1, 0.3], [-2.1, 0.7, 0.5], [1.5, -2.3, 0.0], [-0.2, 2.7, -0.2], [-1.2, -0.5, -0.3], [0.5, 0.4, -0.2], [0.0, -0.1, -0.1], [-0.5, -0.8, -0.1], [0.6, -0.1, 0.2], [0.0, 0.3, 0.0]],
  "s_squared": 15.800,
  "lumo_energy_ev": [0.31, -2.31],
  "spin_multiplicity": 8,
  "gap_ev": [4.782, 4.850],
  "homo_ev": [-4.47, -7.16]
}